1.
DFT (the ωB97M-V functional and the def2-TZVPD basis) results for the ion C4H3O3 with charge -1.

The geometry in XYZ format:
```
10
Properties=species:S:1:pos:R:3:forces:R:3
O -2.7027 0.9473 -0.2081 -0.175 1.001 -0.068
C -2.0708 -0.0665 -0.0247 1.252 0.733 -0.139
O -2.3792 -1.2407 0.0644 0.935 -0.730 0.215
C -0.2638 0.2522 0.1061 -1.065 -0.797 -0.702
C 0.8568 -0.3870 0.0147 1.549 0.758 0.581
O 1.5601 -1.5948 -0.1610 -1.229 1.767 0.409
C 1.1493 1.0817 0.1028 -0.867 -1.398 1.712
H 0.7762 -2.1393 -0.2156 -0.131 -1.167 -0.138
H 1.6749 1.4949 -0.7184 -0.188 0.804 -1.319
H 1.3992 1.6523 1.0397 -0.082 -0.970 -0.551
```
Forces are in eV/Å.

Output
- DFT total energy: -10337.166 eV
- ΔE to the lowest compared entry with this formula, charge and spin: 45.4 kcal/mol
- Structure (SMILES): O=C([O-])C1=C(O)C1
- Net charge: -1
- Multiplicity: 1
- Max |F|: 2.374 eV/Å
- HOMO: -4.2 eV
- Frontier orbital gap: 8.037 eV

=====

2.
DFT (the ωB97M-V functional and the def2-TZVPD basis) results for a structure of composition AlH6O3.

The geometry in XYZ format:
```
10
Properties=species:S:1:pos:R:3:forces:R:3
Al -35.2425 -13.7148 -33.5253 0.598 -1.095 -0.806
O -35.5565 -16.6337 -33.3030 -0.133 1.462 -0.147
H -35.1907 -17.3968 -33.7504 0.514 -0.260 -0.421
H -36.0818 -17.0013 -32.5923 -0.311 -0.050 0.554
O -36.4978 -14.5832 -36.0985 0.419 -0.121 1.598
H -35.9272 -14.8908 -36.8029 0.652 -0.245 -0.540
H -37.2021 -14.1154 -36.5472 -0.685 0.635 -0.229
O -32.3864 -12.9438 -33.8012 -1.399 -0.753 -0.213
H -31.6149 -12.7070 -33.2866 0.279 0.221 0.754
H -32.1463 -12.7345 -34.7038 0.067 0.205 -0.551
```
Forces are in eV/Å.

Output
- DFT total energy: -12815.288 eV
- ΔE to the lowest compared entry with this formula, charge and spin: 0.0 kcal/mol
- <S²>: 0.761
- Net charge: +2
- Multiplicity: 2
- Max |F|: 1.657 eV/Å
- HOMO (spin up / spin down): -20.6 / -20.4 eV
- Frontier orbital gap (spin up / spin down): 10.133 / 4.853 eV

=====

3.
DFT (the ωB97M-V functional and the def2-TZVPD basis) results for the molecule C4H6N2O.

The geometry in XYZ format:
```
13
Properties=species:S:1:pos:R:3:forces:R:3
C -2.0051 0.4898 0.2436 -0.226 -0.028 -0.078
C -0.7248 -0.0118 -0.3117 -0.210 -0.273 -0.105
C -0.2089 -1.1930 -0.7156 -0.381 -0.044 -0.028
N 1.1771 -1.1008 -0.8236 0.006 0.267 0.237
C 1.4072 0.1083 -0.4368 -0.029 -0.363 0.350
N 2.4887 0.5993 0.2864 0.248 -0.095 -0.149
O 0.3200 0.8720 -0.2353 0.020 -0.124 0.303
H -2.7387 0.7159 -0.5304 -0.076 0.021 0.076
H -2.4169 -0.2570 0.9280 -0.090 0.103 -0.162
H -1.8087 1.3988 0.8229 -0.072 -0.179 -0.171
H -0.6991 -2.1511 -0.7944 -0.075 0.150 -0.257
H 2.0423 0.6782 1.2011 0.681 0.471 0.127
H 3.1668 -0.1486 0.3659 0.204 0.094 -0.145
```
Forces are in eV/Å.

Output
- DFT total energy: -9272.160 eV
- ΔE to the lowest compared entry with this formula, charge and spin: 30.9 kcal/mol
- Structure (SMILES): Cc1cnc(N)o1
- Multiplicity: 1
- Max |F|: 0.838 eV/Å
- HOMO: -8.4 eV
- Frontier orbital gap: 9.211 eV

=====

4.
DFT (the ωB97M-V functional and the def2-TZVPD basis) results for a structure of composition C54H41AsCl3F11GeNSSb2Tc.

The geometry in XYZ format:
```
116
Properties=species:S:1:pos:R:3:forces:R:3
Tc 0.3485 -0.6723 -0.3167 -0.061 -0.310 1.709
C -2.2712 1.9308 -1.9344 -0.275 0.128 0.182
C -3.2625 1.8184 -0.7524 0.238 0.026 0.129
C -2.6813 1.6684 0.6750 -0.072 0.001 -0.261
Sb -0.5970 1.5202 1.0541 0.086 0.014 -0.436
C -0.5876 1.7778 3.1159 0.236 -0.205 0.047
C 0.4271 2.5676 3.6510 -0.123 0.031 0.041
C 0.4084 2.8556 5.0064 -0.001 0.022 0.039
C -0.6053 2.3484 5.8080 -0.049 -0.013 -0.019
C -1.6126 1.5610 5.2609 0.031 0.051 0.076
C -1.6126 1.2676 3.9070 0.063 0.086 0.134
C 0.2948 3.2969 0.4006 0.067 0.083 -0.108
C 1.3540 3.3174 -0.5032 -0.079 0.148 0.119
C 1.9397 4.5290 -0.8455 0.014 0.020 -0.018
C 1.4671 5.7103 -0.2893 -0.028 0.000 0.022
C 0.4020 5.6898 0.6055 0.009 -0.001 -0.023
C -0.1867 4.4841 0.9590 0.043 -0.053 -0.125
Sb -2.5881 0.5561 -3.5128 0.591 -0.220 0.333
C -4.1184 -0.7949 -3.2732 -0.194 0.202 -0.253
C -4.2263 -1.4266 -2.0387 -0.334 -0.146 -0.171
C -5.1616 -2.4434 -1.9113 -0.028 -0.042 0.034
C -5.9589 -2.8008 -2.9941 0.018 0.026 0.052
C -5.8348 -2.1512 -4.2186 0.025 0.067 -0.047
C -4.8999 -1.1393 -4.3768 -0.205 -0.135 0.255
C -2.0621 1.4552 -5.3053 -0.298 -0.112 -0.118
C -3.0659 1.9859 -6.1187 0.150 -0.008 0.020
C -2.6933 2.6482 -7.2801 -0.023 0.014 0.006
C -1.3495 2.7649 -7.6132 0.041 -0.043 0.037
C -0.3644 2.2255 -6.7910 -0.010 0.010 -0.029
C -0.7108 1.5633 -5.6212 -0.113 0.175 -0.236
H -1.2334 1.7398 -1.6636 0.099 0.070 0.067
H -2.2932 2.9147 -2.4030 0.015 0.023 0.018
H -3.9498 0.9891 -0.9001 -0.063 -0.031 -0.032
H -3.8802 2.7140 -0.7709 -0.046 0.002 0.020
H -3.0917 0.7869 1.1619 -0.086 0.003 0.054
H -2.9377 2.5262 1.2985 -0.046 0.027 -0.003
H 1.2026 2.9816 3.0201 0.043 -0.006 0.000
H 1.1789 3.4850 5.4343 -0.014 -0.020 0.002
H -0.6178 2.5745 6.8666 -0.002 -0.002 -0.018
H -2.4041 1.1760 5.8900 0.009 0.010 0.006
H -2.4015 0.6572 3.4951 0.000 0.025 0.024
H 1.7399 2.4003 -0.9248 0.044 -0.059 -0.012
H 2.7729 4.5538 -1.5383 -0.042 -0.005 0.051
H 1.9334 6.6531 -0.5472 -0.031 -0.037 -0.003
H 0.0340 6.6135 1.0347 0.023 -0.035 -0.016
H -1.0070 4.4774 1.6703 0.061 0.008 -0.006
H -3.6215 -1.1474 -1.1921 0.108 -0.021 0.031
H -5.2615 -2.9532 -0.9622 -0.028 0.001 -0.018
H -6.6906 -3.5913 -2.8814 0.036 0.022 -0.006
H -6.4609 -2.4355 -5.0540 0.002 -0.010 0.026
H -4.7861 -0.6527 -5.3372 0.031 0.000 0.002
H -4.1176 1.8974 -5.8658 0.061 -0.001 -0.004
H -3.4552 3.0698 -7.9242 0.050 -0.027 0.024
H -1.0665 3.2768 -8.5247 -0.009 -0.026 0.045
H 0.6791 2.3126 -7.0668 -0.044 0.021 0.002
H 0.0626 1.1436 -4.9923 0.003 -0.052 0.014
F -1.6188 -1.2203 -0.0317 0.593 0.013 0.067
As -2.3299 -2.4168 1.4300 -0.188 -0.336 0.191
F -3.7653 -1.5351 1.1807 -0.321 0.178 -0.087
F -2.8775 -3.3761 2.6937 -0.010 0.039 -0.105
F -2.7333 -3.4319 0.1344 -0.146 -0.286 -0.331
F -0.7410 -3.0460 1.3962 0.436 -0.181 -0.128
F -1.7561 -1.1363 2.4006 0.205 0.388 0.250
Cl 5.3602 -0.1489 -2.4073 0.358 -0.124 0.109
C 3.8671 0.3982 -3.1063 -0.594 -0.123 0.441
Cl 3.4486 -0.4905 -4.5555 -0.047 -0.143 -0.247
Cl 3.8423 2.1265 -3.3754 0.053 0.390 -0.079
C 2.7824 0.1273 -2.1198 0.823 0.012 -0.534
N 1.9580 -0.1155 -1.3719 0.086 0.258 -0.039
F -2.0423 -6.4219 -3.1192 0.001 -0.002 0.003
C -1.7100 -5.1522 -3.1244 -0.119 -0.206 -0.060
C -2.2404 -4.3048 -4.0864 -0.077 -0.130 -0.063
F -3.0830 -4.7710 -4.9855 0.029 0.019 -0.009
C -1.8780 -2.9729 -4.0931 -0.039 0.084 0.054
F -2.3639 -2.1581 -5.0298 0.187 -0.012 -0.175
C -1.0375 -2.4659 -3.1197 0.110 0.206 0.145
S -0.5789 -0.7749 -2.9780 0.026 0.402 -0.516
C -0.4981 -3.3391 -2.1970 0.001 -0.046 -0.025
F 0.4247 -2.8645 -1.2978 -0.132 0.114 0.121
C -0.8180 -4.6735 -2.1760 0.154 -0.218 0.228
F -0.2882 -5.4864 -1.2824 -0.023 0.068 -0.041
C 1.3250 -0.8366 1.0822 -1.561 0.115 -0.860
Ge 2.5667 -0.9072 2.7210 0.426 -0.446 0.245
C 1.5246 -1.1101 4.3051 -0.416 0.223 0.181
C 0.4444 -1.9973 4.2923 0.102 0.043 0.216
C -0.3195 -2.1786 5.4369 0.068 -0.036 -0.036
C 0.0049 -1.4969 6.6036 0.047 -0.030 -0.033
C 1.0877 -0.6285 6.6273 0.079 -0.038 -0.017
C 1.8485 -0.4287 5.4819 -0.144 -0.055 -0.025
C 3.5772 0.6922 2.3761 0.098 0.225 -0.114
C 4.2972 0.7241 1.1758 0.097 0.099 0.089
C 5.1009 1.8121 0.8621 -0.080 -0.061 -0.020
C 5.1828 2.8849 1.7417 0.013 0.046 0.015
C 4.4821 2.8587 2.9396 -0.047 -0.023 0.043
C 3.6853 1.7643 3.2611 0.030 0.083 -0.110
C 3.5672 -2.4840 2.2775 0.026 -0.383 -0.627
C 3.2125 -3.3316 1.2168 0.180 0.092 0.205
C 3.9993 -4.4334 0.8990 -0.095 0.071 0.040
C 5.1396 -4.7011 1.6420 -0.025 0.039 0.085
C 5.4978 -3.8676 2.6951 0.005 -0.057 0.037
C 4.7155 -2.7680 3.0171 -0.011 0.009 -0.068
H 0.2169 -2.5744 3.4054 0.005 0.037 0.022
H -1.1538 -2.8688 5.4248 0.028 -0.003 0.006
H -0.5675 -1.6686 7.5062 -0.029 0.043 -0.027
H 1.3495 -0.1132 7.5432 0.014 -0.034 -0.016
H 2.7082 0.2295 5.5281 -0.066 -0.012 0.013
H 4.2779 -0.1382 0.5153 0.021 -0.019 -0.014
H 5.6896 1.8145 -0.0479 -0.044 0.010 0.023
H 5.8157 3.7324 1.5058 -0.029 -0.053 0.015
H 4.5686 3.6858 3.6346 0.014 -0.049 -0.025
H 3.1617 1.7495 4.2085 -0.013 0.049 -0.065
H 2.3041 -3.1589 0.6455 0.018 0.008 0.013
H 3.7173 -5.0893 0.0837 -0.010 0.022 0.054
H 5.7372 -5.5739 1.4176 0.050 0.031 -0.037
H 6.3878 -4.0802 3.2734 -0.034 -0.011 0.001
H 5.0057 -2.1394 3.8530 0.025 0.006 -0.040
```
Forces are in eV/Å.

Output
- DFT total energy: -269049.997 eV
- ΔE to the lowest compared entry with this formula, charge and spin: 14.1 kcal/mol
- <S²>: 0.780
- Net charge: +3
- Multiplicity: 2
- Max |F|: 1.786 eV/Å
- HOMO (spin up / spin down): -15.1 / -15.1 eV
- Frontier orbital gap (spin up / spin down): 6.064 / 5.091 eV